# C2H2N2O3S

An isolated molecule of C2H2N2O3S at a distorted geometry (ωB97M-V/def2-TZVPD, OMol25).

Structure (ORCA input):
```
! RIJCOSX wB97M-V def2-TZVPD def2/J DEFGRID3
* xyz 0 1
O 0.41362 0.33837 -2.49387
C 0.41430 0.24172 -1.30380
N 1.23289 0.84912 -0.37060
C 0.79399 0.74228 0.82768
S -0.65431 -0.39646 0.92308
O -0.08298 -1.59086 1.38332
O -1.74131 0.18411 1.61114
N -0.60974 -0.50154 -0.73622
H 1.30881 1.26453 1.57403
H -1.07528 -1.13126 -1.41476
*
```

Calculated values
HOMO energy	-0.405	Eh
total energy	-22062.362	eV
HOMO-LUMO gap	9.91	eV
energy relative to the best compared isomer or geometry (same formula, charge and spin)	196.68	kJ/mol



# C2H2N2O4

A cluster of 2 separate species, C2H2N2O4 in total at a distorted geometry (ωB97M-V/def2-TZVPD, OMol25).

Structure (ORCA input):
```
! RIJCOSX wB97M-V def2-TZVPD def2/J DEFGRID3
* xyz -2 1
C -0.46560 -0.28983 0.28119
C -0.52029 -1.34432 -1.97389
N -0.17459 -0.46285 -0.87706
N 1.58026 1.21108 1.05881
O -0.86923 -2.49299 -1.62007
O -0.93361 -0.02009 1.34144
O -0.56650 -0.83388 -3.07503
O 0.78796 1.45832 2.28035
H 1.18979 1.90500 0.41231
H -0.02819 0.86956 2.17195
*
```

Calculated values
HOMO energy	0.069	Eh
total energy	-13272.807	eV
HOMO-LUMO gap	4.90	eV
energy relative to the best compared isomer or geometry (same formula, charge and spin)	274.63	kJ/mol



# C2H2N2O4

An isolated molecule of C2H2N2O4 at a distorted geometry (ωB97M-V/def2-TZVPD, OMol25).

Structure (ORCA input):
```
! RIJCOSX wB97M-V def2-TZVPD def2/J DEFGRID3
* xyz 0 1
O -1.52404 -0.41788 1.05462
C -0.52942 -0.10480 0.45351
C 0.78974 -0.84704 0.20996
O 1.13688 -1.98431 0.81508
N 1.55262 -0.25429 -0.60977
O 0.85651 0.79672 -1.19985
N -0.23604 1.05732 -0.29484
O -1.26713 1.60975 -0.92404
H 0.38889 -2.40389 1.37209
H -1.16801 2.54842 -0.87675
*
```

Calculated values
HOMO energy	-0.364	Eh
total energy	-13271.665	eV
HOMO-LUMO gap	9.99	eV
energy relative to the best compared isomer or geometry (same formula, charge and spin)	338.80	kJ/mol



# C2H2N2OP

The ion C2H2N2OP with charge +1 at a distorted geometry (ωB97M-V/def2-TZVPD, OMol25).

Structure (ORCA input):
```
! RIJCOSX wB97M-V def2-TZVPD def2/J DEFGRID3
* xyz 1 1
N -1.61176 1.23723 1.02767
N -1.02568 0.39789 0.67543
C 0.01993 -0.42123 0.61474
C 0.92285 -0.61378 -0.33484
P 0.45074 0.60796 -1.88022
O -0.75805 1.15954 -1.26474
H 0.09797 -1.09114 1.49887
H 1.90401 -1.27647 -0.33691
*
```

Calculated values
HOMO energy	-0.553	Eh
total energy	-16411.749	eV
HOMO-LUMO gap	8.15	eV
energy relative to the best compared isomer or geometry (same formula, charge and spin)	65.59	kJ/mol



# C2H2N2OS

A cluster of 2 separate species, C2H2N2OS in total at a distorted geometry (ωB97M-V/def2-TZVPD, OMol25).

Structure (ORCA input):
```
! RIJCOSX wB97M-V def2-TZVPD def2/J DEFGRID3
* xyz 0 1
N -1.27310 -1.92491 -0.83536
C -0.98514 -1.19512 0.08362
O -0.50611 -0.59069 0.91243
H -1.62505 -2.86968 -0.81484
N -4.09293 0.79050 -1.51410
C -3.84674 0.88382 -0.38136
S -3.16558 0.36070 0.90006
H -3.46950 0.16735 -2.38354
*
```

Calculated values
HOMO energy	-0.345	Eh
total energy	-17966.967	eV
HOMO-LUMO gap	8.78	eV
energy relative to the best compared isomer or geometry (same formula, charge and spin)	193.84	kJ/mol



# C2H2N2OS

A cluster of 2 separate species, C2H2N2OS in total at a distorted geometry (ωB97M-V/def2-TZVPD, OMol25).

Structure (ORCA input):
```
! RIJCOSX wB97M-V def2-TZVPD def2/J DEFGRID3
* xyz 0 1
C 1.58968 0.98576 -0.85622
N 1.89841 -0.00704 -0.32107
S 2.55247 -0.96445 0.73312
H 1.26049 1.48221 -1.69790
N -1.13725 -1.18310 0.75942
C -0.75756 -1.53997 -0.31691
O -0.45380 -1.62570 -1.42927
H -1.63423 -1.73196 1.50102
*
```

Calculated values
HOMO energy	-0.318	Eh
total energy	-17966.922	eV
HOMO-LUMO gap	8.83	eV
energy relative to the best compared isomer or geometry (same formula, charge and spin)	198.24	kJ/mol



# C2H2N2OS

A structure of composition C2H2N2OS at a distorted geometry (ωB97M-V/def2-TZVPD, OMol25).

Structure (ORCA input):
```
! RIJCOSX wB97M-V def2-TZVPD def2/J DEFGRID3
* xyz 0 1
C -0.48444 -0.98806 0.06254
C 0.97225 0.29802 -0.04288
N -1.60765 -0.29573 -0.04996
N -1.55788 0.92898 0.05593
O -0.22816 -2.11712 0.22684
S -0.09707 1.72424 0.16621
H 1.77203 -0.00635 0.67170
H 1.23092 0.45602 -1.09039
*
```

Calculated values
HOMO energy	-0.361	Eh
total energy	-17966.371	eV
HOMO-LUMO gap	8.68	eV
energy relative to the best compared isomer or geometry (same formula, charge and spin)	251.40	kJ/mol



# C2H2N2OS2

An isolated molecule of C2H2N2OS2 at a distorted geometry (ωB97M-V/def2-TZVPD, OMol25).

Structure (ORCA input):
```
! RIJCOSX wB97M-V def2-TZVPD def2/J DEFGRID3
* xyz 0 1
S 1.27285 2.00005 -0.10774
C -0.04779 0.90357 0.00100
O -1.35567 1.01958 -0.08572
N -1.79564 -0.48871 -0.16924
N -0.68505 -1.22377 -0.14797
C 0.38368 -0.55579 -0.08656
S 2.09240 -1.10556 -0.07721
H -2.33364 -0.65214 0.57919
H 2.46889 0.10277 0.09425
*
```

Calculated values
HOMO energy	-0.333	Eh
total energy	-28800.995	eV
HOMO-LUMO gap	8.43	eV
energy relative to the best compared isomer or geometry (same formula, charge and spin)	253.68	kJ/mol



# C2H2N3O

The ion C2H2N3O with charge +1 at a distorted geometry (ωB97M-V/def2-TZVPD, OMol25).

Structure (ORCA input):
```
! RIJCOSX wB97M-V def2-TZVPD def2/J DEFGRID3
* xyz 1 1
C 0.60255 -0.10489 2.04457
N 0.48113 -0.07007 0.88781
N 0.39319 0.48816 -0.27198
N 0.48096 0.04275 -1.41468
C 0.18797 0.25797 -2.74573
O 0.84571 0.42988 -3.69792
H 0.70352 -0.11704 3.09929
H -0.92066 0.04395 -2.75000
*
```

Calculated values
HOMO energy	-0.561	Eh
total energy	-8610.146	eV
HOMO-LUMO gap	7.87	eV
energy relative to the best compared isomer or geometry (same formula, charge and spin)	454.26	kJ/mol



# C2H2N3O

The ion C2H2N3O with charge +1 at a distorted geometry (ωB97M-V/def2-TZVPD, OMol25).

Structure (ORCA input):
```
! RIJCOSX wB97M-V def2-TZVPD def2/J DEFGRID3
* xyz 1 1
N 2.87230 0.20110 -0.59239
N 1.87259 -0.04967 -0.17792
N 0.95139 -0.48964 0.49203
C -0.30165 -0.43337 0.58175
C -1.33403 0.41928 -0.38046
O -2.41693 0.62491 0.01246
H -0.76810 -0.98183 1.39545
H -0.87557 0.70921 -1.33092
*
```

Calculated values
HOMO energy	-0.583	Eh
total energy	-8612.013	eV
HOMO-LUMO gap	8.14	eV
energy relative to the best compared isomer or geometry (same formula, charge and spin)	274.14	kJ/mol



# C2H2N3S2

The ion C2H2N3S2 with charge +1 at a distorted geometry (ωB97M-V/def2-TZVPD, OMol25).

Structure (ORCA input):
```
! RIJCOSX wB97M-V def2-TZVPD def2/J DEFGRID3
* xyz 1 3
C 1.61450 0.88601 -0.18420
C 1.56854 -0.48724 0.27444
N -0.54341 -0.88574 0.97432
N -2.11029 0.04939 -0.77253
N 0.59194 -1.26864 0.74070
S 1.13407 2.29350 -0.55820
S -1.91491 0.06209 0.70578
H 2.63609 -0.96432 0.10591
H -2.97654 0.31494 -1.28622
*
```

Calculated values
HOMO energy (alpha / beta)	-0.456 / -0.523	Eh
total energy	-28232.402	eV
HOMO-LUMO gap (alpha / beta)	5.91 / 7.00	eV
energy relative to the best compared isomer or geometry (same formula, charge and spin)	97.86	kJ/mol
expectation value of S²	2.02



# C2H2N4

An isolated molecule of C2H2N4 at a distorted geometry (ωB97M-V/def2-TZVPD, OMol25).

Structure (ORCA input):
```
! RIJCOSX wB97M-V def2-TZVPD def2/J DEFGRID3
* xyz 0 1
C 0.93692 -1.25765 1.04461
N -0.05828 -1.27825 0.36559
N -1.16865 -1.18783 -0.17852
N -1.25404 0.00905 -0.96149
C -0.51670 0.93785 -0.64414
N 0.31038 1.82487 -0.40990
H 1.90516 -1.66725 0.79001
H -0.15480 2.61920 -0.00617
*
```

Calculated values
HOMO energy	-0.329	Eh
total energy	-8061.668	eV
HOMO-LUMO gap	9.42	eV
energy relative to the best compared isomer or geometry (same formula, charge and spin)	430.73	kJ/mol